(1)
# C38H65BrF9N9O8S2

A 7-piece molecular cluster, C38H65BrF9N9O8S2 overall in a non-equilibrium geometry (the ωB97M-V functional and the def2-TZVPD basis, the Open Molecules 2025 dataset).

```
132
Properties=species:S:1:pos:R:3
C 6.42 -1.06 -3.04
C 5.05 -0.39 -2.62
C 5.21 0.97 -1.83
C 3.92 1.43 -1.02
C 2.54 1.12 -1.75
C 1.31 1.56 -0.80
C 0.00 0.76 -1.09
C -1.31 1.36 -1.36
Br -1.36 3.32 -1.35
C -2.58 0.56 -1.64
N -3.91 1.11 -1.89
C -4.38 1.99 -0.82
C -4.72 3.53 -1.05
O -4.48 1.57 0.31
C -4.06 1.68 -3.22
C -5.55 1.81 -3.75
O -3.14 2.02 -3.94
C -2.49 -0.91 -1.69
C -3.75 -1.79 -2.02
C -3.44 -2.68 -3.29
C -4.69 -3.42 -3.88
F -5.63 -2.38 -4.14
F -4.45 -3.95 -5.15
C -5.44 -4.41 -2.91
F -6.07 -3.76 -1.87
F -6.49 -4.97 -3.65
S -4.45 -5.82 -2.17
F -5.64 -6.03 -1.04
F -3.67 -4.87 -1.11
F -3.27 -5.74 -3.29
F -5.25 -6.87 -3.18
F -3.68 -7.10 -1.52
C -1.17 -1.57 -1.42
N -0.88 -2.92 -1.41
S 0.75 -3.20 -1.04
N 1.13 -1.57 -0.87
C 0.08 -0.74 -1.11
H 6.32 -1.58 -4.03
H 7.27 -0.32 -3.15
H 6.70 -1.86 -2.29
H 4.47 -1.14 -2.02
H 4.51 -0.14 -3.58
H 6.03 0.81 -1.06
H 5.60 1.76 -2.55
H 4.01 0.97 0.01
H 3.99 2.54 -0.86
H 2.51 1.79 -2.66
H 2.44 0.07 -2.13
H 1.58 1.40 0.29
H 1.21 2.67 -0.93
H -4.59 4.07 -0.07
H -5.81 3.58 -1.33
H -4.06 4.00 -1.83
H -5.61 1.54 -4.85
H -6.19 1.03 -3.23
H -6.01 2.80 -3.52
H -4.09 -2.36 -1.11
H -4.62 -1.12 -2.29
H -3.10 -1.96 -4.10
H -2.55 -3.37 -3.13
C -8.65 -3.77 -7.30
N -8.10 -2.47 -7.64
C -8.66 -1.74 -8.75
C -7.07 -1.92 -6.94
O -6.57 -0.83 -7.18
H -8.54 -4.44 -8.15
H -9.71 -3.65 -7.05
H -8.12 -4.20 -6.44
H -7.89 -1.55 -9.50
H -9.04 -0.77 -8.40
H -9.48 -2.30 -9.21
H -6.72 -2.55 -6.12
C 1.71 0.58 5.04
N 1.54 0.17 3.66
C 0.19 0.07 3.12
C 2.59 -0.13 2.86
O 2.51 -0.47 1.70
H 1.20 -0.14 5.69
H 1.28 1.57 5.18
H 2.77 0.60 5.31
H 0.02 -0.95 2.78
H 0.10 0.74 2.26
H -0.54 0.33 3.88
H 3.57 -0.02 3.36
C 2.80 4.26 4.01
N 2.87 4.46 2.58
C 3.14 5.79 2.07
C 2.70 3.44 1.70
O 2.74 3.55 0.49
H 1.99 4.88 4.42
H 3.75 4.54 4.46
H 2.59 3.21 4.25
H 2.31 6.10 1.43
H 4.05 5.77 1.47
H 3.25 6.49 2.89
H 2.50 2.48 2.19
C -1.26 -7.29 -4.51
N -0.89 -8.22 -5.56
C -1.92 -8.73 -6.45
C 0.39 -8.63 -5.74
O 0.76 -9.41 -6.60
H -1.99 -7.77 -3.86
H -1.71 -6.40 -4.97
H -0.39 -7.00 -3.93
H -1.96 -9.81 -6.38
H -1.67 -8.45 -7.48
H -2.89 -8.31 -6.19
H 1.09 -8.19 -5.02
C 6.91 3.12 8.01
N 6.73 2.94 6.58
C 7.64 2.07 5.85
C 5.74 3.56 5.90
O 5.53 3.45 4.70
H 7.91 3.53 8.19
H 6.83 2.15 8.50
H 6.16 3.79 8.42
H 8.14 2.65 5.07
H 7.07 1.27 5.38
H 8.38 1.65 6.53
H 5.11 4.19 6.55
C 3.66 6.99 11.94
N 4.04 6.04 10.91
C 3.01 5.51 10.02
C 5.32 5.63 10.74
O 5.70 4.83 9.90
H 2.93 6.52 12.60
H 3.22 7.87 11.47
H 4.53 7.29 12.52
H 2.98 4.43 10.12
H 3.27 5.76 8.99
H 2.04 5.94 10.28
H 6.02 6.08 11.46
```

SMILES   CCCCCCc1c(Br)c(N(C(C)=O)C(C)=O)c(CCC(F)(F)C(F)(F)S(F)(F)(F)(F)F)c2nsnc12.CN(C)C=O.CN(C)C=O.CN(C)C=O.CN(C)C=O.CN(C)C=O.CN(C)C=O
E   -6850.6828 Eh

Here are the Mulliken charges for atoms 1 to 4, given in e: number 1, C, carries -1.1686; number 2, C, carries -0.0554; number 3, C, carries -0.7920; number 4, C, carries 0.0327


(2)
# C38H67BClFNO25P4S4

A 5-piece molecular cluster, C38H67BClFNO25P4S4 overall in a non-equilibrium geometry (the ωB97M-V functional and the def2-TZVPD basis, the Open Molecules 2025 dataset).

```
142
Properties=species:S:1:pos:R:3
C 0.15 2.33 -1.40
C 1.48 2.30 -0.55
O 1.39 1.42 0.53
C 1.82 0.07 0.47
O 0.58 -0.59 0.74
B 0.59 -1.96 0.85
O 0.25 -2.51 2.08
O 0.92 -2.87 -0.17
C 2.52 -0.42 -0.82
C 1.83 -0.36 -2.20
C 0.37 -0.84 -2.35
C -0.27 -0.35 -3.71
S -2.01 0.16 -3.42
C -2.80 -1.34 -2.86
S -2.35 -2.77 -3.50
N -3.86 -1.36 -1.88
C -5.02 -0.57 -2.27
C -5.05 0.80 -2.47
C -6.24 1.45 -2.80
C -7.42 0.74 -2.93
C -7.40 -0.64 -2.75
C -6.21 -1.28 -2.42
C -3.39 -1.00 -0.55
C -2.80 0.20 -0.17
C -2.41 0.44 1.14
C -2.60 -0.54 2.11
C -3.19 -1.75 1.76
C -3.57 -1.96 0.44
O 3.80 0.27 -0.99
S 4.99 -0.79 -0.53
O 6.24 -0.37 -1.10
O 5.13 -0.46 1.08
C 3.98 -0.85 1.84
Cl 3.76 -2.66 1.52
C 4.50 -0.81 3.32
C 4.02 -1.98 4.23
C 4.20 -1.49 5.72
S 2.88 -2.32 6.73
C 2.77 0.07 1.75
F 2.02 -0.14 2.89
C 3.33 1.58 1.96
O 4.06 2.11 1.10
O 2.96 2.17 2.99
H -0.34 3.31 -1.35
H -0.49 1.56 -0.98
H 0.34 2.09 -2.45
H 2.32 2.23 -1.23
H 1.54 3.32 -0.13
H 0.25 -3.47 2.00
H 1.41 -3.61 0.22
H 2.83 -1.47 -0.72
H 1.89 0.66 -2.62
H 2.45 -0.97 -2.88
H 0.39 -1.94 -2.43
H -0.32 -0.56 -1.56
H 0.30 0.53 -4.03
H -0.22 -1.11 -4.49
H -4.15 1.40 -2.36
H -6.23 2.53 -2.93
H -8.36 1.24 -3.16
H -8.29 -1.25 -2.83
H -6.19 -2.36 -2.26
H -2.64 1.00 -0.90
H -1.96 1.39 1.42
H -2.31 -0.35 3.14
H -3.38 -2.53 2.49
H -4.04 -2.91 0.19
H 4.23 0.12 3.83
H 5.60 -0.87 3.31
H 2.96 -2.19 4.13
H 4.65 -2.87 4.16
H 5.13 -1.85 6.16
H 4.01 -0.42 5.83
H 1.74 -1.96 6.08
C 0.22 2.52 5.05
O -0.22 2.15 6.38
P -1.68 1.38 6.50
O -1.75 0.64 5.22
O -2.50 2.81 6.44
C -2.02 3.93 7.20
O -2.99 0.65 7.26
C -3.14 0.87 8.67
H 1.05 3.22 5.18
H 0.59 1.65 4.51
H -0.58 3.01 4.50
H -1.50 4.62 6.53
H -1.34 3.63 8.00
H -2.88 4.44 7.64
H -3.40 1.91 8.87
H -2.23 0.61 9.21
H -3.94 0.23 9.02
C -11.94 1.46 -5.80
O -12.31 0.15 -6.23
P -11.24 -1.08 -5.86
O -10.66 -0.59 -4.58
O -10.31 -0.72 -7.16
C -10.93 -0.44 -8.43
O -10.62 -2.63 -5.81
C -11.15 -3.59 -6.74
H -12.60 2.15 -6.33
H -12.10 1.57 -4.73
H -10.90 1.68 -6.06
H -10.94 0.64 -8.60
H -11.95 -0.81 -8.48
H -10.34 -0.91 -9.21
H -10.87 -3.34 -7.76
H -12.24 -3.65 -6.66
H -10.73 -4.57 -6.49
C 7.72 -3.69 1.56
O 8.11 -4.99 2.02
P 8.26 -5.18 3.66
O 7.23 -4.24 4.18
O 9.77 -4.54 3.68
C 10.71 -4.91 2.66
O 8.54 -6.02 5.08
C 9.28 -7.25 4.99
H 7.92 -3.65 0.49
H 6.66 -3.53 1.72
H 8.31 -2.91 2.05
H 10.78 -4.11 1.93
H 10.43 -5.83 2.15
H 11.69 -5.04 3.13
H 10.32 -7.05 4.71
H 8.83 -7.92 4.26
H 9.26 -7.73 5.96
C 2.96 6.59 -5.76
O 3.25 5.49 -4.91
P 3.24 5.79 -3.27
O 2.21 6.85 -3.17
O 4.77 6.39 -3.30
C 5.78 5.73 -4.06
O 3.35 5.40 -1.67
C 4.06 4.18 -1.33
H 3.25 6.29 -6.77
H 1.89 6.80 -5.76
H 3.53 7.47 -5.47
H 5.94 6.27 -5.00
H 5.52 4.70 -4.29
H 6.71 5.74 -3.49
H 5.13 4.29 -1.55
H 3.66 3.34 -1.88
H 3.94 3.99 -0.26
```

Energy relative to the best compared isomer or geometry (same formula, charge and spin)   0.0 kcal per mole
Net charge   -1

Here are the Mulliken charges for atoms 1 to 4, given in e: number 1, C, carries -1.0293; number 2, C, carries 0.8353; number 3, O, carries -0.4043; number 4, C, carries 0.7491


(3)
# C38H67F7N4O4PSSi

A 4-piece molecular cluster, C38H67F7N4O4PSSi overall in a non-equilibrium geometry (the ωB97M-V functional and the def2-TZVPD basis, the Open Molecules 2025 dataset).

```
123
Properties=species:S:1:pos:R:3
C 0.48 -2.76 2.06
C -0.29 -1.62 1.36
C -0.42 -0.40 2.24
N 0.88 0.30 2.40
N 0.96 1.66 2.12
C 1.07 2.11 0.85
N 0.31 1.60 -0.10
C 0.26 2.05 -1.48
F -0.04 3.36 -1.46
F 1.46 1.92 -2.06
C -0.79 1.27 -2.23
C -0.49 -0.23 -2.29
Si -1.40 -1.13 -3.70
C -0.20 -1.75 -5.00
C -2.65 0.02 -4.51
C -2.31 -2.61 -2.99
C -1.81 -3.31 -1.86
C -2.48 -4.42 -1.33
C -3.66 -4.88 -1.92
C -4.17 -4.22 -3.05
C -3.50 -3.10 -3.56
N 1.93 3.13 0.52
P 3.67 2.63 0.56
C 3.90 1.60 -0.93
C 3.35 0.17 -0.80
C 4.49 4.18 0.01
C 5.64 4.54 0.95
C 1.63 4.32 1.34
C 0.79 4.00 2.59
S 0.93 5.43 3.70
C 1.06 2.63 3.23
O 0.11 2.28 4.18
C -1.27 2.32 3.80
C -2.03 3.46 4.47
C 2.41 2.58 4.05
F 2.16 3.01 5.30
F 3.32 3.39 3.53
C 3.07 1.19 4.29
F 4.15 1.38 5.00
F 3.42 0.58 3.17
F 2.26 0.41 4.97
H 1.11 -3.30 1.36
H -0.22 -3.46 2.50
H 1.09 -2.38 2.87
H -1.30 -1.97 1.17
H 0.15 -1.36 0.40
H -1.18 0.29 1.87
H -0.78 -0.70 3.22
H 1.61 -0.21 1.93
H -0.34 0.85 0.12
H -0.82 1.70 -3.23
H -1.75 1.43 -1.75
H 0.58 -0.41 -2.37
H -0.85 -0.70 -1.37
H 0.19 -0.90 -5.56
H 0.66 -2.27 -4.57
H -0.71 -2.44 -5.66
H -3.18 0.57 -3.73
H -2.18 0.71 -5.20
H -3.39 -0.58 -5.03
H -0.90 -2.97 -1.39
H -2.05 -4.93 -0.47
H -4.15 -5.74 -1.50
H -5.07 -4.60 -3.50
H -3.93 -2.64 -4.44
H 4.99 1.54 -1.02
H 3.56 2.09 -1.83
H 4.00 -0.41 -0.16
H 3.40 -0.31 -1.78
H 2.33 0.14 -0.43
H 3.78 5.00 -0.01
H 4.86 4.08 -1.01
H 5.29 5.01 1.87
H 6.27 3.69 1.19
H 6.27 5.27 0.45
H 1.04 5.00 0.73
H 2.53 4.86 1.64
H -0.24 3.99 2.23
H 0.65 4.85 4.87
H -1.41 2.36 2.73
H -1.70 1.38 4.15
H -1.49 3.83 5.33
H -2.18 4.30 3.79
H -3.01 3.12 4.80
C -7.38 -8.58 -3.83
C -6.02 -8.78 -4.51
C -5.20 -7.68 -3.86
O -5.72 -7.48 -2.55
C -6.96 -8.18 -2.41
H -8.01 -9.47 -3.84
H -7.92 -7.77 -4.31
H -5.61 -9.76 -4.25
H -6.06 -8.71 -5.59
H -5.30 -6.74 -4.42
H -4.14 -7.93 -3.80
H -6.81 -9.05 -1.77
H -7.69 -7.52 -1.93
C -2.68 6.44 -0.10
C -2.22 5.83 -1.42
C -3.03 4.54 -1.46
O -4.25 4.81 -0.78
C -4.16 6.06 -0.09
H -2.52 7.51 -0.03
H -2.16 5.96 0.74
H -2.49 6.47 -2.25
H -1.14 5.65 -1.47
H -2.52 3.73 -0.93
H -3.25 4.21 -2.48
H -4.76 6.80 -0.61
H -4.56 5.94 0.92
C 7.37 -2.39 3.38
C 6.31 -1.30 3.50
C 5.78 -1.24 2.07
O 5.91 -2.56 1.53
C 6.73 -3.36 2.40
H 7.63 -2.86 4.33
H 8.29 -1.97 2.95
H 5.52 -1.63 4.18
H 6.69 -0.35 3.85
H 6.37 -0.55 1.46
H 4.74 -0.94 2.02
H 6.09 -4.08 2.91
H 7.45 -3.91 1.80
```

Net charge   +1
E   -3735.9498 Eh

Here are the Mulliken charges for atoms 1 to 4, given in e: number 1, C, carries -1.6735; number 2, C, carries 0.4205; number 3, C, carries -1.2115; number 4, N, carries -0.3418